Entry from the Open Molecules 2025 dataset: a structure of composition C16H38ClFeHfO3SSi in a non-equilibrium geometry (ωB97M-V/def2-TZVPD).

Last column: Löwdin charge in e.
Element x y z (Å)
Fe (-1.58, 1.96, -2.08)  0.37
Cl (-1.01, 2.36, -4.50)  -0.06
C (-2.50, 0.04, -2.29)  -0.27
H (-2.72, -0.40, -1.30)  -0.05
H (-2.23, -0.87, -2.88)  -0.04
H (-3.52, 0.35, -2.66)  -0.03
Hf (0.19, 0.01, -5.01)  1.29
C (2.13, 0.68, -5.66)  -0.31
C (-1.05, -0.49, -6.70)  -0.32
C (0.57, -1.79, -3.92)  -0.17
H (-1.41, -1.54, -6.69)  0.00
H (-1.93, 0.17, -6.63)  -0.01
H (-0.57, -0.30, -7.68)  0.00
H (2.91, -0.02, -5.35)  0.00
H (2.21, 0.84, -6.74)  0.00
H (2.30, 1.63, -5.16)  -0.01
H (-0.26, -2.42, -3.50)  -0.03
H (1.21, -1.77, -3.00)  -0.04
C (-1.25, -2.82, 0.82)  -0.03
C (-1.73, -1.66, 1.69)  -0.62
C (-3.25, -1.73, 1.83)  -0.03
C (-1.08, -1.71, 3.06)  -0.03
O (-1.42, -0.40, 1.00)  -0.17
Si (0.05, 0.37, 0.90)  -0.09
S (0.31, 1.61, -0.73)  0.37
O (0.21, 1.22, 2.32)  -0.17
C (-0.56, 2.35, 2.83)  -0.63
C (-1.11, 3.21, 1.69)  -0.09
C (-1.70, 1.82, 3.67)  -0.04
C (0.42, 3.16, 3.68)  -0.03
O (1.22, -0.82, 1.00)  -0.17
C (2.67, -0.69, 0.99)  -0.65
C (3.15, -0.46, -0.44)  -0.06
C (3.13, 0.46, 1.88)  -0.04
C (3.26, -2.00, 1.49)  -0.04
H (-1.56, -3.77, 1.27)  0.09
H (-0.15, -2.81, 0.74)  0.07
H (-1.68, -2.75, -0.18)  0.09
H (-3.54, -2.66, 2.33)  0.09
H (-3.64, -0.89, 2.42)  0.08
H (-3.74, -1.72, 0.84)  0.08
H (-1.39, -2.63, 3.58)  0.09
H (0.02, -1.73, 2.98)  0.08
H (-1.39, -0.86, 3.68)  0.07
H (-1.84, 2.64, 1.09)  0.06
H (-1.64, 4.07, 2.12)  0.09
H (-0.31, 3.56, 1.04)  0.04
H (-1.32, 1.21, 4.50)  0.08
H (-2.27, 2.66, 4.10)  0.09
H (-2.39, 1.22, 3.06)  0.08
H (0.79, 2.56, 4.51)  0.09
H (1.26, 3.51, 3.08)  0.09
H (-0.10, 4.04, 4.10)  0.09
H (2.79, 0.50, -0.83)  0.03
H (4.24, -0.47, -0.45)  0.09
H (2.78, -1.26, -1.10)  0.08
H (2.76, 0.32, 2.91)  0.10
H (4.22, 0.47, 1.91)  0.09
H (2.79, 1.43, 1.50)  0.08
H (2.94, -2.21, 2.53)  0.10
H (2.98, -2.84, 0.86)  0.08
H (4.35, -1.93, 1.50)  0.08

## Properties
frontier orbital gap (alpha / beta)	7.766 / 6.978	eV
E_HOMO (alpha / beta)	-8.1 / -8.6	eV
largest force on an atom	2.51	eV/A
multiplicity	6
total energy	-90282.117	eV
total charge	0